This record from the Open Molecules 2025 dataset describes a molecular structure, C31H52BaBrN5P2 at a distorted geometry. The level of theory is the ωB97M-V functional and the def2-TZVPD basis.

Energy = -4767.83264 hartree
Gap between HOMO and LUMO (alpha / beta) = 5.57 / 4.88 eV
E_HOMO (alpha / beta) = -12.468 / -12.456 eV
Charge = +2
LUMO (alpha / beta) = -6.899 / -7.580 eV

```
92
Properties=species:S:1:pos:R:3:lowdin_charge:R:1
N -5.43 5.02 -3.78 0.08
C -5.05 5.43 -2.56 -0.11
C -3.80 5.10 -2.01 0.00
C -2.91 4.26 -2.74 -0.22
C -3.34 3.88 -4.03 0.01
C -4.60 4.26 -4.50 -0.10
C -1.66 3.80 -2.17 -0.21
Ba 0.52 3.03 -0.64 1.99
P 4.22 0.47 -0.73 0.97
C -0.88 2.81 -2.81 -0.34
C -1.17 1.39 -2.76 -0.29
C -0.39 0.48 -3.51 -0.03
C -0.45 -0.87 -3.26 -0.12
C -1.27 -1.37 -2.22 -0.43
C -2.26 -0.50 -1.69 -0.10
C -2.20 0.86 -1.94 -0.03
Br 0.57 -0.86 -0.33 0.46
H -1.34 4.41 -1.31 0.03
H -0.07 3.11 -3.49 0.13
H -3.55 5.48 -1.02 0.11
H -2.71 3.28 -4.69 0.12
H -5.75 6.07 -2.01 0.12
H -4.95 3.96 -5.49 0.12
H 0.30 0.87 -4.27 0.14
H -2.95 1.54 -1.52 0.13
H 0.20 -1.57 -3.81 0.11
H -3.01 -0.90 -1.02 0.12
P -1.42 -3.17 -1.93 1.00
C 3.22 1.96 -0.64 -0.63
C 4.05 3.23 -0.91 -0.16
H 2.78 1.98 0.37 0.03
H 2.49 1.79 -1.46 -0.02
H 3.50 4.15 -0.65 0.05
H 4.98 3.23 -0.31 0.08
H 4.34 3.30 -1.97 0.09
C 3.56 -0.32 -2.26 -0.46
C 4.47 -1.47 -2.72 -0.16
H 3.50 0.47 -3.03 0.08
H 2.54 -0.67 -2.02 -0.02
H 4.18 -1.79 -3.73 0.07
H 5.52 -1.15 -2.76 0.07
H 4.39 -2.34 -2.06 0.07
C 3.69 -0.79 0.53 -0.49
C 4.74 -1.11 1.58 -0.16
H 3.43 -1.70 -0.02 0.05
H 2.76 -0.43 0.99 -0.02
H 4.32 -1.83 2.30 0.07
H 5.63 -1.58 1.13 0.07
H 5.06 -0.22 2.13 0.07
C -1.44 -3.35 -0.13 -0.38
C -1.13 -4.75 0.40 -0.10
H -2.41 -2.98 0.24 0.09
H -0.67 -2.64 0.24 -0.05
H -2.02 -5.39 0.37 0.09
H -0.32 -5.22 -0.17 0.06
H -0.81 -4.66 1.44 0.09
C -0.04 -4.00 -2.71 -0.31
C -0.20 -4.32 -4.21 -0.11
H 0.12 -4.92 -2.15 0.09
H 0.84 -3.36 -2.54 0.09
H -0.79 -5.24 -4.35 0.09
H -0.67 -3.51 -4.77 0.07
H 0.80 -4.50 -4.64 0.09
C -2.96 -3.82 -2.61 -0.30
C -4.22 -3.58 -1.78 -0.11
H -2.79 -4.90 -2.76 0.11
H -3.07 -3.37 -3.60 0.11
H -4.65 -2.59 -1.98 0.08
H -4.98 -4.33 -2.04 0.09
H -4.04 -3.66 -0.70 0.06
C -1.86 3.47 2.27 -0.16
N -0.95 2.53 1.50 -0.30
C -1.65 1.20 1.46 -0.23
N -1.94 0.69 2.79 -0.08
C -2.81 1.65 3.51 -0.14
N -2.17 2.98 3.62 -0.08
C -0.91 2.80 4.38 -0.14
N 0.02 1.85 3.70 -0.07
C 0.30 2.34 2.34 -0.25
C -0.69 0.54 3.57 -0.13
H -2.79 3.57 1.70 0.13
H -1.35 4.45 2.35 0.13
H -0.98 0.48 0.95 -0.01
H -2.58 1.32 0.89 0.12
H -3.00 1.26 4.52 0.14
H -3.75 1.76 2.95 0.13
H -0.41 3.78 4.48 0.13
H -1.15 2.40 5.37 0.14
H 0.93 1.58 1.83 0.08
H 0.82 3.31 2.41 0.12
H -0.95 0.19 4.58 0.14
H -0.02 -0.16 3.06 0.13
```